# 1
Density functional theory data (ωB97M-V/def2-TZVPD) for a structure of composition C16H40O8Sr at a distorted geometry.

Results
LUMO ... -0.13 eV
Molecular weight ... 448.11 g mol⁻¹

Element x y z (Å)
Sr  -26.85  4.15  24.90
C  -25.14  6.54  24.16
O  -24.52  7.57  23.91
O  -26.37  6.57  24.40
O  -24.73  5.38  24.34
C  -26.57  -0.07  24.35
C  -25.82  0.71  23.24
C  -26.30  0.42  21.84
O  -25.93  2.11  23.40
H  -27.62  0.20  24.36
H  -26.12  0.00  25.34
H  -26.51  -1.14  24.15
H  -24.76  0.44  23.31
H  -25.78  1.06  21.12
H  -27.38  0.40  21.79
H  -26.01  -0.59  21.56
H  -25.35  2.43  22.71
C  -26.62  5.94  29.40
C  -27.78  5.34  28.59
C  -29.05  6.17  28.68
O  -27.34  5.37  27.28
H  -25.67  5.43  29.23
H  -26.89  5.88  30.45
H  -26.51  7.01  29.22
H  -28.00  4.31  28.89
H  -29.60  5.95  29.60
H  -29.77  6.00  27.87
H  -28.84  7.24  28.71
H  -27.20  6.28  27.03
C  -29.83  4.19  21.01
C  -28.46  3.73  21.50
C  -27.37  3.99  20.42
O  -28.12  4.38  22.70
H  -29.69  5.18  20.57
H  -30.52  4.37  21.83
H  -30.23  3.45  20.31
H  -28.47  2.69  21.83
H  -26.80  4.89  20.65
H  -27.88  4.05  19.45
H  -26.70  3.13  20.41
H  -28.18  5.33  22.59
C  -23.66  1.28  27.05
C  -25.00  2.01  27.32
C  -25.04  2.64  28.68
O  -25.16  3.02  26.32
H  -22.75  1.87  27.11
H  -23.62  0.86  26.05
H  -23.54  0.48  27.78
H  -25.86  1.37  27.12
H  -26.04  2.96  28.95
H  -24.36  3.49  28.66
H  -24.78  1.96  29.50
H  -24.38  3.58  26.44
C  -30.40  2.08  25.02
C  -29.67  2.72  26.17
C  -30.12  2.21  27.54
O  -28.30  2.32  25.95
H  -31.42  2.42  25.16
H  -30.37  0.99  24.94
H  -29.94  2.51  24.12
H  -29.72  3.81  26.14
H  -30.29  1.14  27.62
H  -31.03  2.75  27.79
H  -29.38  2.45  28.31
H  -28.24  1.42  26.27



# 2
Density functional theory data (ωB97M-V/def2-TZVPD) for a structure of composition C16H41BeBrCaCl6FO9P3 at a distorted geometry.

Results
LUMO ... -9.56 eV
Total charge ... +2
Molecular weight ... 831.13 g mol⁻¹

Element x y z (Å)
C  -1.38  1.83  3.97
C  -2.60  1.36  3.13
P  -2.39  1.25  1.30
C  -1.70  2.77  0.55
C  -1.62  3.98  1.55
O  -1.46  -0.16  0.90
P  -2.00  -0.91  -0.44
O  -2.06  -0.06  -1.59
O  -3.46  -1.61  -0.18
C  -3.60  -1.80  1.20
C  -2.67  -2.85  1.69
O  -1.56  -2.49  2.07
O  -0.98  -2.12  -0.61
P  0.55  -1.68  -1.30
C  1.70  -2.60  -0.20
O  0.92  -0.13  -0.93
H  -1.28  1.29  4.92
H  -0.44  1.86  3.42
H  -1.58  2.87  4.26
H  -2.83  0.33  3.46
H  -3.50  1.93  3.33
H  -0.72  2.64  0.09
H  -2.37  3.05  -0.26
H  -1.44  4.89  0.98
H  -0.71  3.91  2.27
H  -2.60  4.00  2.21
H  -3.40  -0.90  1.79
H  -4.63  -2.09  1.42
H  -2.98  -3.90  1.74
H  1.31  -2.80  0.81
H  2.58  -1.96  -0.07
H  2.06  -3.51  -0.68
H  0.97  0.32  -1.79
C  0.14  -5.62  2.76
O  -0.45  -4.71  3.71
H  0.52  -6.48  3.30
H  -0.61  -5.95  2.04
H  0.97  -5.14  2.24
H  -0.78  -3.96  3.22
F  -3.21  4.39  3.48
Ca  -0.48  -1.09  2.75
Cl  2.80  -7.08  3.94
C  2.70  -7.34  5.71
C  3.36  -8.63  6.13
Cl  2.46  -10.05  5.55
H  1.65  -7.32  6.00
H  3.20  -6.50  6.18
H  3.39  -8.69  7.21
H  4.38  -8.70  5.75
O  4.41  -4.40  -1.38
H  4.08  -4.42  -2.29
H  4.56  -5.33  -1.18
Br  0.91  3.24  1.34
C  0.06  4.42  -3.85
C  -0.94  4.63  -2.73
C  -1.88  5.79  -3.06
O  -0.26  4.91  -1.51
H  0.68  5.31  -4.00
H  0.73  3.60  -3.61
H  -0.45  4.19  -4.79
H  -1.52  3.72  -2.57
H  -1.33  6.73  -3.17
H  -2.59  5.94  -2.23
H  -2.44  5.60  -3.98
H  0.26  5.71  -1.63
Be  -3.99  7.22  -3.42
Cl  -1.10  3.70  -7.36
C  -2.11  5.01  -8.03
C  -1.38  6.33  -8.05
Cl  -1.10  6.96  -6.40
H  -3.02  5.07  -7.44
H  -2.37  4.72  -9.04
H  -1.98  7.07  -8.57
H  -0.42  6.25  -8.54
C  7.76  -3.18  -0.43
Cl  7.97  -1.58  0.27
Cl  8.09  -4.46  0.74
H  6.74  -3.28  -0.78
H  8.45  -3.29  -1.26